{"formula": "CH12Na3O9", "method": "the ωB97M-V functional and the def2-TZVPD basis", "elements": ["H", "O", "H", "H", "H", "H", "H", "H", "H", "O", "H", "H", "O", "Na", "H", "C", "Na", "Na", "O", "O", "O", "H", "O", "O", "O"], "positions_angstrom": [[1.879203, -0.244384, 2.081942], [0.144143, 0.036336, -1.113158], [-2.466917, 0.280916, 0.538892], [-0.644897, -0.699724, -3.260318], [1.339953, 1.328406, 0.522862], [0.208853, 1.030716, 3.155512], [-0.258537, 0.135916, 2.027322], [3.343893, 0.271796, -1.170628], [1.198843, -0.457304, 0.746402], [-1.663847, -0.690734, -0.219738], [1.837063, 0.288806, -1.025478], [-3.675817, -0.375394, 1.171112], [0.013333, -0.097374, 0.944952], [0.281443, -2.356834, -1.171418], [0.522093, 1.311946, -0.750998], [-0.517327, -0.200194, -0.110808], [-1.365417, -1.856124, 1.383292], [-2.020417, 0.172946, -1.975258], [1.223263, 1.789576, -0.307768], [-3.190957, 0.449396, 1.141902], [2.543223, -0.096214, -1.544448], [-0.059557, 0.066936, -2.093478], [1.978993, -0.699054, 1.245562], [-0.557567, 0.556046, 2.833742], [-0.093047, 0.053586, -3.049998]], "forces_ev_per_angstrom": [[0.13, -0.12, 0.34], [1.36, -1.99, 7.33], [-0.73, 0.25, 0.56], [0.22, -0.57, -1.30], [0.26, 0.62, 0.18], [-0.09, 0.33, 0.60], [-0.74, 0.81, 2.41], [0.23, -0.01, 0.05], [1.93, -0.09, 0.39], [-1.67, -2.94, -1.91], [1.06, 0.55, -0.24], [-0.46, 0.00, -0.02], [-1.72, -0.57, -1.77], [1.19, 0.06, -0.73], [0.85, 1.84, 0.18], [-1.29, -0.62, -0.70], [-0.46, -0.71, 2.66], [-1.88, 1.61, -1.82], [1.05, 2.86, 0.98], [-1.07, 0.90, 0.99], [0.52, -1.26, -0.65], [-0.24, 0.16, -3.07], [4.35, -2.04, 0.62], [-1.13, 1.15, 4.39], [-1.66, -0.23, -9.47]], "nbo_charge": [0.462, -0.739, 0.442, 0.383, 0.455, 0.459, 0.423, 0.484, 0.430, -0.934, 0.464, 0.443, -0.688, 0.980, 0.435, 0.923, 0.969, 0.965, -0.924, -0.924, -0.981, 0.404, -0.969, -0.991, -0.972], "total_energy_ev": -32896.3665, "total_charge": 1, "lumo_ev": -5.9, "homo_lumo_gap_ev": 7.4, "multiplicity": 1}